The following is a quantum chemistry calculation of a cluster of 2 separate species, ClH4N2OP in total in a non-equilibrium geometry, from the OMol25 dataset.

Each line ends with the Löwdin charge.
Element x y z (Å)
N: 0.667 -0.924 -1.188  -0.22
N: 0.838 0.363 1.078  -0.31
O: -1.809 0.811 -0.367  -0.94
P: 1.041 0.600 -0.522  0.89
Cl: -2.111 -0.200 0.874  0.45
H: -0.222 -1.317 -0.690  0.06
H: 0.565 -0.930 -2.206  0.03
H: -0.275 0.528 1.377  0.01
H: 1.306 1.067 1.644  0.02

## Properties
Energy relative to the best compared isomer or geometry (same formula, charge and spin) ... 551.8 kJ/mol
Strongest force on any atom ... 3.17 eV/Å
Total charge ... 0
M ... 114.472 g mol⁻¹
Gap between HOMO and LUMO (spin up / spin down) ... 6.981 / 6.981 eV
Total energy ... -26900.65299 eV



The following is a quantum chemistry calculation of a cluster of 7 separate species, C28H70N3O10 in total in a non-equilibrium geometry, from the OMol25 dataset.

Each line ends with the Löwdin charge.
Element x y z (Å)
C: 1.035 6.104 -0.626  0.03
C: 2.147 5.503 0.178  -0.52
O: 3.183 5.082 -0.269  0.08
O: 1.865 5.514 1.505  -0.01
C: 2.627 4.640 2.342  -0.15
C: 1.823 3.370 2.659  -0.12
C: 2.535 2.121 2.152  -0.14
N: 2.191 1.872 0.733  0.13
C: 3.105 1.557 -0.177  -0.30
N: 4.361 2.195 -0.051  0.02
O: 5.317 1.177 0.222  -0.01
N: 2.857 0.761 -1.184  0.15
C: 3.770 0.480 -2.310  -0.12
C: 3.264 -0.753 -3.076  -0.16
C: 4.181 -1.968 -2.919  -0.17
C: 5.376 -1.969 -3.878  -0.25
O: 6.549 -1.654 -3.133  -0.07
H: 1.267 7.156 -0.807  0.08
H: 1.006 5.619 -1.599  0.09
H: 0.077 6.044 -0.118  0.09
H: 3.567 4.384 1.854  0.11
H: 2.874 5.169 3.259  0.11
H: 1.624 3.274 3.724  0.12
H: 0.869 3.457 2.133  0.12
H: 2.274 1.232 2.726  0.13
H: 3.612 2.250 2.198  0.11
H: 1.317 1.369 0.619  0.16
H: 4.632 2.665 -0.911  0.14
H: 5.788 1.512 0.995  0.11
H: 1.950 0.312 -1.241  0.15
H: 4.779 0.328 -1.929  0.12
H: 3.799 1.356 -2.960  0.13
H: 2.248 -0.983 -2.748  0.09
H: 3.204 -0.486 -4.131  0.12
H: 3.605 -2.886 -3.030  0.11
H: 4.605 -1.971 -1.912  0.12
H: 5.232 -1.217 -4.664  0.11
H: 5.476 -2.940 -4.366  0.12
H: 7.318 -2.035 -3.562  0.09
C: -1.712 0.427 -2.215  -0.05
C: -0.775 0.244 -3.399  -0.50
C: -1.476 0.501 -4.720  -0.05
O: -0.196 -1.064 -3.377  -0.08
H: -2.537 -0.287 -2.272  0.08
H: -1.189 0.245 -1.273  0.07
H: -2.129 1.435 -2.192  0.08
H: 0.076 0.927 -3.305  0.13
H: -2.303 -0.203 -4.847  0.09
H: -0.787 0.368 -5.554  0.08
H: -1.884 1.512 -4.762  0.09
H: -0.916 -1.702 -3.458  0.07
C: 2.932 7.115 6.297  -0.06
C: 3.607 5.769 6.500  -0.50
C: 4.613 5.805 7.637  -0.06
O: 4.235 5.334 5.286  -0.07
H: 3.676 7.876 6.046  0.08
H: 2.209 7.067 5.481  0.07
H: 2.413 7.435 7.201  0.08
H: 2.851 5.009 6.706  0.14
H: 5.400 6.532 7.421  0.08
H: 5.080 4.829 7.769  0.08
H: 4.136 6.092 8.575  0.08
H: 4.918 5.977 5.066  0.09
C: -0.881 -3.765 -1.441  -0.06
C: -2.364 -3.986 -1.199  -0.49
C: -2.766 -5.442 -1.342  -0.05
O: -3.127 -3.159 -2.087  -0.06
H: -0.622 -4.054 -2.465  0.09
H: -0.641 -2.709 -1.318  0.06
H: -0.261 -4.352 -0.762  0.08
H: -2.619 -3.636 -0.197  0.14
H: -2.560 -5.796 -2.357  0.09
H: -3.833 -5.564 -1.158  0.07
H: -2.220 -6.073 -0.639  0.09
H: -2.970 -3.478 -2.983  0.09
C: -5.581 -6.423 1.549  -0.06
C: -4.978 -7.814 1.411  -0.51
C: -5.920 -8.889 1.920  -0.06
O: -3.719 -7.873 2.083  -0.05
H: -5.780 -6.197 2.601  0.08
H: -4.889 -5.669 1.171  0.06
H: -6.522 -6.340 1.002  0.08
H: -4.747 -8.008 0.361  0.12
H: -6.129 -8.735 2.983  0.08
H: -5.470 -9.872 1.795  0.08
H: -6.869 -8.871 1.381  0.08
H: -3.881 -7.716 3.020  0.09
C: 0.308 11.807 0.168  -0.06
C: 0.407 10.292 0.215  -0.50
C: 1.504 9.825 1.159  -0.06
O: 0.605 9.759 -1.098  -0.06
H: 1.247 12.234 -0.196  0.08
H: -0.489 12.118 -0.506  0.08
H: 0.109 12.221 1.157  0.08
H: -0.550 9.876 0.537  0.14
H: 2.475 10.199 0.821  0.08
H: 1.552 8.736 1.190  0.06
H: 1.334 10.192 2.172  0.08
H: 1.438 10.111 -1.433  0.09
C: -6.927 -11.853 -2.159  -0.06
C: -6.566 -10.671 -1.274  -0.50
C: -6.605 -9.359 -2.043  -0.06
O: -5.290 -10.865 -0.666  -0.06
H: -6.209 -11.942 -2.979  0.08
H: -6.902 -12.779 -1.585  0.08
H: -7.922 -11.736 -2.590  0.08
H: -7.264 -10.620 -0.436  0.13
H: -5.877 -9.380 -2.859  0.08
H: -6.355 -8.522 -1.389  0.06
H: -7.591 -9.181 -2.472  0.08
H: -4.633 -10.925 -1.369  0.09

## Properties
Strongest force on any atom ... 1.02 eV/Å
Total charge ... +1
M ... 608.879 g mol⁻¹
Gap between HOMO and LUMO ... 8.594 eV
Total energy ... -55109.31903 eV



The following is a quantum chemistry calculation of a structure of composition C13H26N2O3 in a non-equilibrium geometry, from the OMol25 dataset.

Each line ends with the Löwdin charge.
Element x y z (Å)
C: -2.938 1.826 -0.537  -0.18
H: -3.415 2.624 -0.202  0.05
H: -3.541 0.878 -0.657  0.12
H: -2.592 2.085 -1.662  0.15
O: -1.883 1.594 0.009  -0.01
C: -0.661 1.539 -0.328  -0.57
O: -0.507 1.805 -1.382  0.20
C: 0.553 1.007 0.521  -0.19
N: 0.929 -0.292 0.102  0.14
C: 0.390 -1.506 0.716  -0.38
O: -0.014 -1.547 1.876  0.06
C: 1.032 -2.654 -0.048  -0.59
N: 2.167 -2.504 -0.520  0.03
H: 2.907 -2.551 0.541  0.25
H: 2.661 -3.338 -0.991  0.13
C: 0.032 -2.860 -1.195  -0.12
H: 0.073 -2.021 -1.965  0.13
C: -1.483 -3.124 -1.079  -0.58
C: -2.099 -1.986 -0.989  -0.18
H: -1.917 -1.411 0.141  0.16
H: -1.947 -1.102 -1.810  0.16
H: -3.203 -2.024 -0.706  0.11
C: -1.875 -3.928 -2.296  -0.07
H: -1.463 -4.831 -2.335  0.00
H: -1.557 -3.288 -3.439  0.18
H: -3.021 -4.151 -2.305  0.11
H: -1.730 -3.749 -0.335  0.12
H: 0.673 -3.855 -1.831  0.19
H: 0.632 -3.537 0.753  0.20
H: 1.322 -0.455 -0.645  0.01
H: 0.148 0.814 1.595  0.18
C: 1.738 1.957 0.533  -0.06
H: 1.923 2.186 -0.354  0.05
H: 2.460 1.374 0.930  0.09
C: 1.499 3.161 1.562  -0.51
C: 0.559 3.898 1.209  -0.23
H: 0.588 4.302 -0.079  0.20
H: -0.637 3.463 1.495  0.18
H: 0.430 4.921 1.761  0.11
C: 2.969 3.934 1.755  0.01
H: 2.636 4.659 2.374  0.01
H: 3.693 3.316 2.204  0.05
H: 3.072 4.371 0.647  0.13
H: 1.217 2.837 2.578  0.16

## Properties
Energy relative to the best compared isomer or geometry (same formula, charge and spin) ... 1561.3 kJ/mol
Strongest force on any atom ... 19.39 eV/Å
Total charge ... 0
M ... 258.362 g mol⁻¹
Gap between HOMO and LUMO ... 9.693 eV
Total energy ... -23010.88581 eV



The following is a quantum chemistry calculation of a cluster of 2 separate species, C4H13N3O in total in a non-equilibrium geometry, from the OMol25 dataset.

Each line ends with the Löwdin charge.
Element x y z (Å)
C: 0.415 -1.479 0.005  -0.28
C: -0.139 -0.078 0.251  -0.18
C: 0.862 1.100 0.234  -0.20
N: 3.254 0.125 1.648  0.08
C: 3.187 0.283 0.401  -0.35
N: 2.172 0.859 -0.350  -0.02
N: 0.561 -1.878 -1.400  -0.01
H: 1.400 -1.605 0.448  0.09
H: -0.266 -2.185 0.448  0.10
H: -0.630 -0.101 1.237  0.10
H: -1.004 0.187 -0.357  0.10
H: 0.429 1.910 -0.358  0.11
H: 1.027 1.538 1.212  0.10
H: 2.438 0.309 2.224  0.03
H: 4.040 -0.064 -0.168  0.11
H: 2.160 0.435 -1.268  0.10
H: -0.316 -2.035 -1.869  0.06
H: 1.180 -1.294 -1.945  0.05
H: -7.298 1.158 0.576  0.03
H: -6.305 1.598 -0.595  0.04
O: -7.166 1.217 -0.374  -0.07

## Properties
Energy relative to the best compared isomer or geometry (same formula, charge and spin) ... 181.8 kJ/mol
SMILES ... [H]/N=C\NCCCN.O
Strongest force on any atom ... 1.40 eV/Å
Total charge ... 0
M ... 119.168 g mol⁻¹
Gap between HOMO and LUMO ... 9.832 eV
Total energy ... -10875.79361 eV



The following is a quantum chemistry calculation of a cluster of 3 separate species, C21H39F7N5O6 in total, from the OMol25 dataset.

Each line ends with the Löwdin charge.
Element x y z (Å)
N: -4.745 5.991 1.360  0.14
C: -4.328 5.919 0.172  -0.23
C: -3.175 5.059 -0.340  -0.05
C: -3.072 3.737 0.336  -0.20
N: -1.974 3.291 0.943  0.22
C: -2.208 2.036 1.471  -0.06
C: -1.270 1.198 2.303  -0.36
F: -1.375 1.605 3.589  0.15
F: -1.692 -0.081 2.252  0.15
C: 0.254 1.276 1.912  -0.32
F: 0.464 2.356 1.118  0.13
F: 0.974 1.440 3.026  0.18
C: 0.815 0.022 1.176  -0.55
F: 1.017 -0.958 2.040  0.21
F: -0.018 -0.373 0.213  0.18
F: 1.977 0.364 0.612  0.18
C: -3.491 1.726 1.156  0.09
N: -4.012 2.802 0.471  0.08
C: -5.411 2.878 -0.029  -0.11
O: -5.703 1.779 -0.810  -0.10
O: -5.736 2.208 -2.172  0.03
H: -4.218 5.386 1.996  0.06
H: -4.813 6.539 -0.580  0.12
H: -3.284 4.920 -1.418  0.14
H: -2.240 5.603 -0.187  0.14
H: -1.101 3.794 1.010  0.18
H: -4.061 0.843 1.393  0.16
H: -6.071 2.878 0.838  0.16
H: -5.525 3.808 -0.578  0.13
H: -5.218 1.506 -2.599  0.11
C: -5.675 -5.385 -2.894  -0.11
O: -5.185 -5.332 -1.568  -0.20
C: -3.800 -5.622 -1.433  -0.21
C: -3.030 -4.390 -1.010  -0.21
N: -2.994 -3.396 -2.076  -0.04
C: -2.473 -2.096 -1.681  -0.20
C: -3.230 -1.314 -0.612  -0.24
O: -4.504 -0.839 -1.006  -0.21
C: -5.570 -1.774 -0.895  -0.07
H: -6.760 -5.323 -2.840  0.09
H: -5.308 -4.552 -3.506  0.08
H: -5.402 -6.324 -3.381  0.09
H: -3.397 -6.035 -2.362  0.13
H: -3.697 -6.380 -0.653  0.12
H: -2.004 -4.679 -0.761  0.13
H: -3.502 -4.010 -0.093  0.11
H: -3.927 -3.281 -2.451  0.07
H: -2.438 -1.472 -2.580  0.12
H: -1.440 -2.228 -1.351  0.11
H: -2.644 -0.416 -0.401  0.09
H: -3.309 -1.873 0.328  0.12
H: -5.419 -2.456 -0.055  0.09
H: -5.695 -2.357 -1.810  0.08
H: -6.486 -1.206 -0.729  0.09
C: 5.031 0.714 2.206  -0.11
O: 5.726 -0.494 1.986  -0.18
C: 5.532 -1.066 0.698  -0.21
C: 6.787 -0.980 -0.143  -0.22
N: 7.077 0.396 -0.520  -0.05
C: 8.374 0.599 -1.160  -0.20
C: 9.633 0.275 -0.363  -0.23
O: 9.865 1.139 0.733  -0.18
C: 9.209 0.792 1.936  -0.10
H: 5.112 0.948 3.267  0.09
H: 5.458 1.547 1.636  0.08
H: 3.975 0.616 1.950  0.06
H: 4.693 -0.585 0.185  0.11
H: 5.281 -2.119 0.846  0.12
H: 6.639 -1.570 -1.053  0.12
H: 7.601 -1.447 0.427  0.11
H: 7.026 0.980 0.305  0.07
H: 8.431 1.651 -1.450  0.12
H: 8.394 0.015 -2.086  0.12
H: 10.484 0.415 -1.035  0.12
H: 9.661 -0.771 -0.033  0.11
H: 9.108 -0.291 2.045  0.09
H: 8.218 1.252 2.010  0.07
H: 9.814 1.170 2.760  0.09

## Properties
Strongest force on any atom ... 0.59 eV/Å
Total charge ... +1
M ... 590.558 g mol⁻¹
Gap between HOMO and LUMO ... 6.831 eV
Total energy ... -61155.41149 eV